1.
C32H33BFeO4 | ωB97M-V/def2-TZVPD

```
! wB97M-V def2-TZVPD RIJCOSX def2/J DEFGRID3
* xyz 0 5
C 0.59 -0.23 -5.85
C 0.63 0.53 -4.61
C 1.36 1.62 -4.24
C 0.93 1.96 -2.95
C -0.12 1.10 -2.61
B 0.90 -0.88 -0.08
C 2.02 0.16 -0.05
C 3.32 -0.28 -0.13
C 4.15 0.80 0.25
C 3.30 1.88 0.47
C 3.55 3.25 0.83
O 1.99 1.52 0.25
C -0.62 0.89 -1.34
C -1.98 0.48 -1.33
C -2.70 1.58 -0.90
C -1.80 2.53 -0.44
C -1.99 3.86 0.07
O -0.54 2.05 -0.52
C 0.50 -1.69 -1.33
C -0.58 -2.55 -1.61
C -0.16 -3.42 -2.64
C 1.09 -2.98 -3.01
C 2.07 -3.49 -3.93
O 1.46 -1.86 -2.32
O -0.25 0.16 -3.62
H 1.18 0.30 -6.61
H 1.01 -1.23 -5.71
H -0.44 -0.32 -6.22
H 2.11 2.16 -4.84
H 1.38 2.71 -2.30
H 3.51 -1.34 -0.35
H 5.22 0.73 0.33
H 4.35 3.29 1.57
H 3.93 3.78 -0.06
H 2.67 3.77 1.22
H -2.38 -0.43 -1.79
H -3.78 1.71 -0.90
H -1.94 4.61 -0.74
H -2.99 3.92 0.51
H -1.25 4.11 0.83
H -1.54 -2.59 -1.10
H -0.69 -4.29 -3.03
H 1.81 -4.52 -4.14
H 2.01 -2.91 -4.86
H 3.08 -3.44 -3.52
C 0.31 -2.01 1.42
C -0.42 -0.70 0.81
C -0.57 0.22 2.05
C -1.70 1.07 2.32
C -1.54 1.64 3.64
C -0.34 1.09 4.22
C 0.26 0.22 3.25
Fe -1.60 -0.34 3.70
C -1.56 -2.25 4.23
C -2.50 -2.01 3.14
C -3.45 -1.02 3.57
C -3.12 -0.64 4.93
C -1.95 -1.39 5.34
H 0.44 -2.83 0.72
H 1.33 -1.76 1.77
H -0.25 -2.41 2.26
H -1.45 -0.92 0.40
H -2.49 1.24 1.59
H -2.19 2.41 4.05
H 0.10 1.35 5.18
H 1.20 -0.32 3.36
H -0.78 -3.01 4.26
H -2.55 -2.58 2.20
H -4.33 -0.70 3.02
H -3.70 0.01 5.57
H -1.50 -1.40 6.33
*
```

Properties
Frontier orbital gap (spin up / spin down) ... 0.192 / 0.224 hartree
LUMO level (spin up / spin down) ... 0.65 / -1.59 eV
Maximum force ... 4.786 eV/Å
HOMO level (spin up / spin down) ... -4.6 / -7.7 eV

=====

2.
CH2I2O2 | ωB97M-V/def2-TZVPD

```
! wB97M-V def2-TZVPD RIJCOSX def2/J DEFGRID3
* xyz 0 1
O -0.74 -0.80 0.84
C -0.30 -1.85 1.15
O 0.69 -2.13 1.96
I -1.08 -3.70 0.42
H 1.11 -1.34 2.35
I 0.03 1.81 -1.97
H -1.28 1.76 -2.83
*
```

Properties
Frontier orbital gap ... 0.369 hartree
LUMO level ... 0.13 eV
Maximum force ... 1.585 eV/Å
Energy relative to the best compared isomer or geometry (same formula, charge and spin) ... 0.0 kJ/mol
SMILES ... O=C(O)I.I
HOMO level ... -9.9 eV

=====

3.
C2H12O5 | ωB97M-V/def2-TZVPD

```
! wB97M-V def2-TZVPD RIJCOSX def2/J DEFGRID3
* xyz 0 1
C 0.58 2.97 -0.97
C 0.74 3.79 0.07
O 0.43 5.18 0.09
H 0.98 1.90 -1.03
H -0.37 3.14 -1.51
H 1.45 3.49 0.82
H 0.52 5.58 -0.78
O 2.41 -4.76 -0.23
H 2.17 -3.83 -0.22
H 3.22 -4.88 -0.80
O -2.45 4.89 -0.03
H -3.30 5.26 0.37
H -2.01 4.42 0.67
O -0.22 -2.78 0.33
H -1.05 -2.38 0.76
H -0.42 -3.49 -0.24
O -1.29 -6.31 0.89
H -0.38 -6.71 0.60
H -1.00 -5.48 1.20
*
```

Properties
Frontier orbital gap ... 0.364 hartree
LUMO level ... 0.50 eV
Maximum force ... 4.017 eV/Å
Energy relative to the best compared isomer or geometry (same formula, charge and spin) ... 214.7 kJ/mol
SMILES ... C=CO.O.O.O.O
HOMO level ... -9.4 eV

=====

4.
C11H9F2N | ωB97M-V/def2-TZVPD

```
! wB97M-V def2-TZVPD RIJCOSX def2/J DEFGRID3
* xyz 0 3
C 3.49 -0.20 -0.31
C 2.73 0.89 -0.70
C 2.90 -1.24 0.38
C 1.38 0.94 -0.40
C 1.55 -1.20 0.69
C 0.79 -0.10 0.30
C -3.32 0.78 -0.01
C -2.32 1.62 0.60
C -2.90 -0.37 -0.54
C -1.48 -0.80 -0.52
C -0.70 -0.06 0.59
N -1.12 1.29 0.84
F -3.74 -1.20 -1.18
F -0.95 -0.76 1.78
H 4.54 -0.24 -0.55
H 3.19 1.71 -1.24
H 3.49 -2.09 0.69
H 0.78 1.79 -0.68
H 1.09 -2.00 1.24
H -4.35 1.09 -0.04
H -2.59 2.64 0.87
H -1.41 -1.87 -0.34
H -1.02 -0.59 -1.50
*
```

Properties
Frontier orbital gap (spin up / spin down) ... 0.262 / 0.234 hartree
LUMO level (spin up / spin down) ... 0.89 / -3.03 eV
Maximum force ... 7.154 eV/Å
HOMO level (spin up / spin down) ... -6.2 / -9.4 eV

=====

5.
C20H28BBaCl3N6O2 | ωB97M-V/def2-TZVPD

```
! wB97M-V def2-TZVPD RIJCOSX def2/J DEFGRID3
* xyz 0 1
Ba -0.58 -0.23 -0.29
C -2.89 3.48 -1.64
C -1.46 3.27 -2.16
C -1.40 2.00 -3.01
C -0.49 3.28 -1.02
C 0.10 4.40 -0.42
C 0.88 3.89 0.60
N 0.75 2.55 0.60
N -0.08 2.17 -0.39
B 1.57 1.56 1.48
N 2.40 0.65 0.56
C 3.74 0.56 0.50
C 4.07 -0.36 -0.46
C 2.84 -0.82 -0.96
N 1.84 -0.19 -0.33
C 2.56 -1.84 -2.02
C 3.14 -3.20 -1.61
C 3.12 -1.38 -3.37
N 0.67 0.72 2.42
C 0.53 0.96 3.73
C -0.29 -0.01 4.27
C -0.61 -0.85 3.19
N -0.03 -0.39 2.08
C -1.43 -2.11 3.26
C -0.59 -3.24 3.86
C -2.01 -2.54 1.91
H -3.60 3.48 -2.48
H -2.99 4.42 -1.11
H -3.16 2.66 -0.97
H -1.20 4.12 -2.80
H -1.78 1.15 -2.43
H -0.39 1.78 -3.35
H -2.05 2.11 -3.88
H -0.02 5.43 -0.70
H 1.52 4.39 1.31
H 2.31 2.21 2.16
H 4.36 1.16 1.15
H 5.06 -0.65 -0.77
H 1.48 -1.95 -2.10
H 4.23 -3.14 -1.51
H 2.90 -3.96 -2.35
H 2.73 -3.51 -0.65
H 4.20 -1.27 -3.31
H 2.69 -0.41 -3.64
H 2.88 -2.10 -4.15
H 1.02 1.80 4.20
H -0.60 -0.10 5.30
H -2.26 -1.91 3.94
H 0.23 -3.50 3.18
H -1.21 -4.13 4.00
H -0.17 -2.96 4.82
H -1.21 -2.78 1.21
H -2.65 -1.76 1.49
H -2.62 -3.44 2.04
Cl -4.70 -0.98 -3.05
C -4.24 -1.59 -1.45
Cl -4.09 -3.35 -1.49
Cl -5.46 -1.14 -0.26
C -2.85 -0.94 -1.13
O -1.86 -1.47 -1.67
O -2.85 0.05 -0.38
*
```

Properties
Frontier orbital gap ... 0.343 hartree
LUMO level ... 0.42 eV
Maximum force ... 2.952 eV/Å
HOMO level ... -8.9 eV

=====

6.
C3H8OS2 | ωB97M-V/def2-TZVPD

```
! wB97M-V def2-TZVPD RIJCOSX def2/J DEFGRID3
* xyz 0 1
C -0.81 -1.55 -1.62
C -0.66 -0.04 -1.69
O -1.50 0.80 -1.51
H -1.72 -1.98 -1.18
H -0.80 -1.91 -2.66
H 0.10 -1.91 -1.15
H 0.41 0.27 -1.94
C -0.08 0.38 1.78
S 1.28 0.53 0.51
S 2.67 1.95 1.26
H -0.86 -0.14 1.32
H 0.55 -0.18 2.39
H -0.40 1.27 2.34
H 1.81 2.51 2.13
*
```

Properties
Frontier orbital gap ... 0.315 hartree
LUMO level ... 0.35 eV
Maximum force ... 2.712 eV/Å
Energy relative to the best compared isomer or geometry (same formula, charge and spin) ... 133.5 kJ/mol
SMILES ... CC=O.CSS
HOMO level ... -8.2 eV

=====

7.
C23H29N3O2 | ωB97M-V/def2-TZVPD

```
! wB97M-V def2-TZVPD RIJCOSX def2/J DEFGRID3
* xyz 0 1
C -6.82 -1.93 -0.03
C -5.58 -1.09 0.04
C -4.33 -1.67 0.01
C -3.17 -0.92 0.06
C -3.26 0.47 0.14
C -2.08 1.37 0.22
O -2.11 2.43 0.82
N -0.98 0.90 -0.44
C 0.25 1.53 -0.66
C 0.43 2.89 -0.49
C 1.64 3.48 -0.82
C 2.66 2.71 -1.35
C 2.50 1.35 -1.49
C 1.32 0.73 -1.12
N 1.09 -0.67 -1.22
C 1.89 -1.43 -2.16
C 3.25 -1.88 -1.57
N 3.33 -1.50 -0.17
C 4.36 -0.72 0.25
O 5.23 -0.37 -0.53
C 4.38 -0.30 1.71
C 3.45 0.91 1.89
C 5.81 0.08 2.10
C 2.21 -2.00 0.58
C 0.89 -1.39 0.02
C -4.52 1.06 0.20
C -5.68 0.31 0.14
C -7.02 0.98 0.18
H -7.43 -1.79 0.86
H -6.56 -2.99 -0.11
H -7.42 -1.66 -0.90
H -4.25 -2.75 -0.05
H -2.21 -1.42 0.06
H -1.07 0.02 -0.93
H -0.38 3.49 -0.11
H 1.77 4.55 -0.69
H 3.60 3.17 -1.64
H 3.33 0.77 -1.87
H 2.03 -0.83 -3.06
H 1.30 -2.31 -2.42
H 3.36 -2.97 -1.66
H 4.09 -1.40 -2.08
H 4.05 -1.12 2.35
H 3.47 1.24 2.93
H 3.78 1.73 1.26
H 2.43 0.67 1.62
H 6.18 0.85 1.44
H 6.47 -0.79 2.01
H 5.84 0.43 3.13
H 2.19 -3.09 0.47
H 2.31 -1.76 1.63
H 0.45 -0.72 0.76
H 0.18 -2.21 -0.17
H -4.57 2.13 0.29
H -7.59 0.76 -0.72
H -7.60 0.62 1.04
H -6.90 2.05 0.27
*
```

Properties
Frontier orbital gap ... 0.313 hartree
LUMO level ... 0.56 eV
Maximum force ... 0.455 eV/Å
Energy relative to the best compared isomer or geometry (same formula, charge and spin) ... 84.3 kJ/mol
SMILES ... Cc1ccc(C(=O)Nc2ccccc2N2CCN(C(=O)C(C)C)CC2)cc1C
HOMO level ... -8.0 eV

=====

8.
C27H38AsBiClGeN2O2 | ωB97M-V/def2-TZVPD

```
! wB97M-V def2-TZVPD RIJCOSX def2/J DEFGRID3
* xyz 3 1
Bi 0.94 0.67 -0.34
Cl 1.95 -6.47 -2.47
C 1.41 -4.91 -2.01
C 0.06 -4.56 -2.13
C -0.37 -3.29 -1.79
C 0.52 -2.32 -1.32
O 0.02 -1.05 -1.16
C 1.86 -2.70 -1.06
C 2.74 -2.01 -0.19
N 2.49 -0.86 0.35
C 3.06 -0.45 1.57
C 4.33 -0.74 2.03
C 4.69 -0.42 3.34
C 3.78 0.11 4.22
C 2.47 0.41 3.79
C 1.46 0.87 4.65
C 0.19 1.06 4.16
C -0.04 0.91 2.79
N 0.91 0.54 1.95
C 2.14 0.20 2.42
C 2.28 -4.00 -1.44
H -0.66 -5.28 -2.50
H -1.41 -3.04 -1.86
H 3.61 -2.57 0.14
H 5.04 -1.21 1.38
H 5.70 -0.63 3.67
H 4.04 0.28 5.26
H 1.70 1.05 5.69
H -0.63 1.33 4.81
H -1.02 1.07 2.35
H 3.30 -4.28 -1.27
C -1.13 -2.90 -5.44
C -1.39 -1.46 -5.85
C -2.47 -0.76 -5.03
C -2.15 -0.58 -3.54
Ge -0.28 0.06 -3.14
C 0.23 2.04 -3.33
C 0.40 2.35 -4.82
C 1.58 1.61 -5.43
C 1.75 1.93 -6.90
H -0.39 -3.34 -6.10
H -2.05 -3.48 -5.52
H -0.75 -2.97 -4.42
H -1.71 -1.46 -6.89
H -0.47 -0.87 -5.78
H -3.40 -1.33 -5.09
H -2.67 0.21 -5.49
H -2.27 -1.52 -3.01
H -2.84 0.15 -3.10
H 0.90 -0.87 -3.52
H 1.15 2.30 -2.80
H -0.59 2.64 -2.91
H 0.54 3.43 -4.95
H -0.51 2.08 -5.36
H 1.42 0.53 -5.32
H 2.50 1.87 -4.89
H 0.84 1.70 -7.45
H 2.57 1.35 -7.33
H 1.97 2.99 -7.04
C -3.14 2.42 1.47
As -2.19 2.61 -0.20
C -1.10 4.23 -0.19
C -3.56 2.80 -1.57
O -1.21 1.24 -0.53
H -3.97 3.14 1.45
H -2.51 2.65 2.33
H -3.56 1.41 1.56
H -1.76 5.06 0.03
H -0.63 4.40 -1.16
H -0.33 4.18 0.59
H -4.08 3.72 -1.32
H -4.26 1.97 -1.52
H -3.15 2.89 -2.58
*
```

Properties
Frontier orbital gap ... 0.254 hartree
LUMO level ... -9.55 eV
Maximum force ... 1.647 eV/Å
Energy relative to the best compared isomer or geometry (same formula, charge and spin) ... 120.6 kJ/mol
HOMO level ... -16.5 eV